Record 1
Here is C20H16Cl2IN4O8SSc as an isolated structure from the OMol25 dataset. Energies are from ωB97M-V with the def2-TZVPD basis set.

Each line ends with the Löwdin charge.
Element x y z (Å)
H -1.4702 -3.6555 -0.1650  0.090
C 1.8015 0.9759 1.9510  -0.369
C -2.8160 -1.1078 1.2450  -0.662
H -1.3076 4.7855 -3.3991  0.095
Cl 3.6563 2.7375 5.7404  0.659
S -1.4667 -0.3527 1.9626  0.757
C -4.0632 -1.5195 -0.7414  -0.015
Cl 3.5491 -1.0900 1.9458  0.723
C 2.9328 2.0900 4.2991  -0.667
C 1.4104 -1.3129 -1.9008  -0.108
H 3.2629 -1.1428 -3.6718  0.069
O 0.9268 0.9494 -1.9114  -0.077
C 1.8790 2.7139 3.7052  -0.060
H -0.0813 3.8116 2.4138  0.138
O -1.3260 2.2379 -1.5695  -0.033
C 1.9717 -2.5164 -2.2061  -0.067
O 1.3183 0.4549 0.8935  -0.171
C -4.9280 -2.3541 -0.0931  -0.058
N -1.5969 3.8920 -3.0416  0.183
H 4.2916 0.4138 4.2278  0.110
C -0.8843 3.2535 -2.1023  -0.602
C 1.6793 0.0516 -2.4184  -0.517
C 0.2142 2.8671 1.9323  -0.170
C -0.4989 -3.4562 0.2932  0.014
C 0.4706 3.8318 -1.7810  -0.548
H -0.0714 -4.4056 0.6119  0.088
H -2.5225 3.5586 -3.2522  0.127
O -0.4144 2.5245 0.9224  -0.099
C 1.3014 2.1701 2.5378  -0.122
C -3.7078 -1.9574 1.9268  -0.080
O 2.5494 0.2307 -3.2733  0.071
H -0.6498 -2.8226 1.1650  0.045
H 1.0588 3.9668 -2.6840  0.068
Sc -0.3935 0.6409 -0.2684  0.955
O 3.3038 -4.1599 -3.1749  0.099
C -4.7456 -2.5733 1.2770  -0.064
I 0.2825 5.7506 -0.8593  0.843
H 1.5292 -4.4089 -1.4217  0.174
O -2.2711 -0.1049 -0.7781  -0.229
O 3.6345 -2.0622 -3.8529  0.139
H 1.4750 3.6287 4.1207  0.118
H -3.5309 -2.1033 2.9820  0.109
N 0.4318 -1.4807 -0.9494  0.118
C 3.4547 0.9042 3.7502  -0.107
H -5.7298 -2.8214 -0.6441  0.107
C 0.4013 -2.7703 -0.6690  -0.308
N 1.3141 -3.4232 -1.4188  0.190
C 3.0384 -2.9806 -3.1274  -0.487
H -5.4168 -3.2242 1.8201  0.111
N -3.0474 -0.9210 -0.0828  -0.185
C 2.9107 0.3689 2.6181  -0.565
H -4.1137 -1.2750 -1.7909  0.140
H 1.0038 3.1919 -1.0927  0.029

E_LUMO, Ha: -0.016
Relative energy (zero: lowest compared OMol25 entry of this formula, charge and spin), kcal per mole: 0.0
Highest occupied orbital energy, eV: -8.20
Calculated total energy, a.u.: -3970.00652
Total charge: 0

Record 2
Here is one molecule with the formula CH3NSSi from the OMol25 dataset. Energies are from ωB97M-V with the def2-TZVPD basis set.

Each line ends with the Löwdin charge.
Element x y z (Å)
S -0.9779 -1.0713 -0.0227  0.552
Si 1.1124 -0.1156 0.0498  0.476
C -1.8874 0.3189 0.1315  -0.850
H 0.8014 1.1355 -0.6493  -0.088
H 1.8803 -0.3319 1.4040  -0.068
N -2.5312 1.2474 0.0204  0.076
H 1.6025 -1.1830 -0.9337  -0.098

E_LUMO, Ha: 0.002
Relative energy (zero: lowest compared OMol25 entry of this formula, charge and spin), kcal per mole: 26.3
Highest occupied orbital energy, eV: -9.85
Calculated total energy, a.u.: -782.29969
Total charge: 0

Record 3
Here is a 2-piece molecular cluster, C4H11NO3 overall from the OMol25 dataset. Energies are from ωB97M-V with the def2-TZVPD basis set.

Each line ends with the Löwdin spin population.
Element x y z (Å)
H -0.7971 0.8240 -1.2010  0.000
C 0.9092 0.7231 -2.4226  0.002
H 0.5467 1.5105 0.5560  -0.001
H -0.6791 -0.9082 0.8033  -0.001
H 0.8938 -0.2835 3.1463  0.016
C -0.0075 -0.0065 2.5705  0.099
H 1.8111 0.5875 -0.0799  0.002
H -1.7497 -1.4787 -1.1115  0.000
O 0.8745 2.0172 -2.6897  0.030
H 1.0582 -1.3702 1.0358  0.002
C 0.7309 0.5390 0.0657  0.013
O -1.0836 -0.6123 3.0180  0.647
N 0.0872 0.3368 -1.1966  0.050
C 0.3114 -0.5733 1.0547  0.134
H -2.5749 -1.2064 0.1709  0.000
H -0.1041 1.0688 2.3798  0.009
H 1.9183 0.3474 -2.1581  0.000
H 0.4805 0.0939 -3.2301  0.000
O -2.6257 -1.6092 -0.7113  0.000

E_LUMO (alpha / beta), Ha: 0.133 / 0.046
Relative energy (zero: lowest compared OMol25 entry of this formula, charge and spin), kcal per mole: 42.1
Highest occupied orbital energy (alpha / beta), eV: -3.02 / -2.97
Calculated total energy, a.u.: -439.38303
Total charge: -1
Spin multiplicity: 2

Record 4
Here is a 2-piece molecular cluster, C4H12NOS overall from the OMol25 dataset. Energies are from ωB97M-V with the def2-TZVPD basis set.

Each line ends with the Löwdin charge.
Element x y z (Å)
H -1.5277 1.5903 -1.1294  0.023
C -0.4396 1.5971 -1.0673  -0.097
H 0.0543 2.5617 -0.6769  0.060
N 1.2964 0.0411 -0.2094  -0.104
C -0.1620 0.2972 -0.1564  -0.508
H 3.0403 1.6046 -0.0708  0.084
H -0.6636 -1.4049 -1.5091  0.071
H 2.4851 0.8234 1.4405  0.040
H 1.5185 2.0333 0.4805  0.047
H -0.4475 0.7700 0.7346  0.100
O -1.9138 -3.3148 1.8107  -0.174
H -1.1852 -3.1481 2.4359  0.009
H -0.4366 -1.7514 0.1590  0.044
H 1.7311 -0.0742 -1.1177  0.084
H -1.8104 -2.3712 1.3931  -0.031
C -0.9068 -0.9301 -0.4689  -0.721
C 2.1458 1.1010 0.4611  -0.145
H 0.0107 1.5296 -2.1381  0.083
S -2.7889 -0.9547 -0.3716  0.135

E_LUMO, Ha: 0.129
Relative energy (zero: lowest compared OMol25 entry of this formula, charge and spin), kcal per mole: 46.4
Highest occupied orbital energy, eV: -2.70
Calculated total energy, a.u.: -687.75404
Total charge: -1

Record 5
Here is a 3-piece molecular cluster, C3H13NO4 overall from the OMol25 dataset. Energies are from ωB97M-V with the def2-TZVPD basis set.

Each line ends with the Löwdin spin population.
Element x y z (Å)
H 0.6032 -0.1100 -0.3896  0.021
H 1.8552 -1.6235 -0.0747  0.000
N -0.5892 1.3894 -1.1076  0.469
H 0.3045 1.7554 -1.4332  0.011
H -0.0273 2.8775 1.7902  0.000
O -0.1865 -0.3036 1.7716  0.207
H -1.1514 2.0219 -0.5497  0.016
O 0.1785 -1.9435 -1.5850  0.008
O 0.7003 2.3233 2.0853  0.002
H 0.3192 0.4958 2.0281  0.002
H 1.1845 1.9845 1.3241  0.000
H -1.7705 -1.6100 -1.1247  0.003
H -1.8826 -0.8402 0.8937  0.001
C -0.9438 -1.0226 -1.5081  0.087
C -1.1939 0.0041 0.8784  0.040
H 3.4316 -1.6539 0.3852  0.000
H -0.1327 -2.7783 -1.9576  0.002
H -1.7695 0.8848 1.1628  0.001
C -0.4564 0.0871 -0.5028  0.125
H -1.0388 -0.6842 -2.5334  0.003
O 2.5656 -1.2537 0.4470  0.002

E_LUMO (alpha / beta), Ha: -0.128 / -0.321
Relative energy (zero: lowest compared OMol25 entry of this formula, charge and spin), kcal per mole: 22.4
Highest occupied orbital energy (alpha / beta), eV: -14.60 / -14.59
Calculated total energy, a.u.: -477.43830
Total charge: +1
Spin multiplicity: 2

Record 6
Here is a 2-piece molecular cluster, C3H5Cl2N2 overall from the OMol25 dataset. Energies are from ωB97M-V with the def2-TZVPD basis set.

Each line ends with the Löwdin charge.
Element x y z (Å)
H -1.3412 -1.0935 0.5782  0.064
C 0.6828 -0.3189 -0.6225  -0.182
H -0.7330 0.8999 0.7083  0.120
H -1.2145 -0.2923 1.9911  0.165
Cl 0.5197 1.4659 -2.6284  0.764
N -0.6215 -0.7022 1.1236  0.031
C 0.1327 0.9041 -0.9668  -0.663
C 1.5905 -1.1478 -0.7653  -0.542
H -0.1324 -1.4458 1.4870  0.040
Cl 2.6983 -2.2256 -0.3260  0.856
H -1.0239 2.4112 -0.4279  0.164
N -0.5574 1.5450 -0.1513  0.182

E_LUMO, Ha: -0.183
Relative energy (zero: lowest compared OMol25 entry of this formula, charge and spin), kcal per mole: 89.1
Highest occupied orbital energy, eV: -13.71
Calculated total energy, a.u.: -1146.83002
Total charge: +1

Record 7
Here is a 2-piece molecular cluster, C2H3BrClN overall from the OMol25 dataset. Energies are from ωB97M-V with the def2-TZVPD basis set.

Each line ends with the Löwdin charge.
Element x y z (Å)
N 1.8756 0.3073 -0.9979  0.061
C 1.0675 -0.3399 -0.2974  -0.080
H 1.1103 -1.4257 -0.2397  0.046
H 1.8068 1.2848 -1.0582  0.026
C -1.2380 -0.0095 0.6937  -1.207
Cl -1.9084 -1.5227 1.1111  0.552
Br -2.1320 1.0912 -0.5050  0.620
H -0.5818 0.6145 1.2933  -0.017

E_LUMO (alpha / beta), Ha: -0.002 / -0.007
Relative energy (zero: lowest compared OMol25 entry of this formula, charge and spin), kcal per mole: 69.3
Highest occupied orbital energy (alpha / beta), eV: -8.17 / -8.26
Calculated total energy, a.u.: -3166.81566
Total charge: 0

Record 8
Here is C8H8NO3S as an isolated structure from the OMol25 dataset. Energies are from ωB97M-V with the def2-TZVPD basis set.

Each line ends with the Löwdin charge.
Element x y z (Å)
S -0.3262 1.8352 0.2507  0.824
H -1.8976 -1.4598 -0.6165  0.133
C 2.4099 -0.3170 0.1135  -0.412
H -1.6482 -0.7056 1.1639  0.203
H -3.7863 0.6456 -0.2968  0.029
H -3.0545 2.3322 -0.5541  0.073
O 0.5389 -2.8303 1.6749  0.002
N 1.0927 -0.4379 -0.2595  0.048
C 2.4141 1.1264 -0.1427  -0.088
C 1.0089 0.9771 -0.6407  -0.516
C 0.1083 -1.2338 0.0134  -0.031
O 3.2807 -1.0545 0.5028  0.145
H 3.2007 1.6396 -0.8413  0.163
H -3.1621 1.4710 0.9806  0.007
O 1.3780 -3.3448 -0.4085  0.012
C -3.0082 1.3072 -0.0368  -0.225
H 2.6568 1.5534 0.7625  0.090
C 0.8005 -2.7348 0.4813  -0.664
C -1.2600 -0.7216 -0.0396  -0.224
C -1.5982 0.7388 -0.4513  -0.660
H 0.8520 1.2135 -1.6557  0.091

E_LUMO (alpha / beta), Ha: 0.099 / 0.099
Relative energy (zero: lowest compared OMol25 entry of this formula, charge and spin), kcal per mole: 74.7
Highest occupied orbital energy (alpha / beta), eV: -2.55 / -2.55
Calculated total energy, a.u.: -988.20686
Total charge: -1